(1)
Formula: C23H43Cl2N11O21
Source: the Open Molecules 2025 dataset
Level of theory: ωB97M-V/def2-TZVPD

The geometry in ORCA input format:
```
! wB97M-V def2-TZVPD RIJCOSX def2/J DEFGRID3
* xyz 0 1
C -0.016 -0.344 5.624
C 0.498 -1.336 4.574
N 1.672 -1.803 4.627
C -0.483 -1.708 3.504
C 0.025 -2.690 2.436
O -1.015 -2.656 1.418
C -0.410 -2.908 0.230
O -0.970 -3.199 -0.799
O 0.926 -2.825 0.344
C 1.375 -2.489 1.703
C 2.413 -3.584 2.042
C 2.054 -4.877 1.753
C 2.952 -5.871 2.081
C 4.111 -5.441 2.665
C 4.400 -4.122 2.885
N 3.538 -3.166 2.571
C 1.971 -1.075 1.540
Cl 3.202 -1.240 0.219
C 0.863 0.002 1.190
C 0.892 1.142 2.190
Cl 1.164 0.784 -0.419
H 0.242 0.674 5.325
H -1.110 -0.376 5.609
H 0.340 -0.598 6.619
H 2.184 -1.411 5.415
H -0.893 -0.811 3.033
H -1.332 -2.173 4.015
H -0.075 -3.712 2.806
H 1.108 -5.113 1.287
H 2.737 -6.916 1.912
H 4.854 -6.181 2.947
H 5.354 -3.862 3.326
H 2.565 -0.786 2.399
H -0.130 -0.430 1.109
H 0.026 1.789 2.082
H 1.773 1.774 2.063
H 0.896 0.797 3.226
C 0.573 3.644 -3.082
N 0.775 4.832 -2.209
O 1.856 5.377 -2.230
O -0.171 5.178 -1.529
H 1.492 3.454 -3.625
H 0.322 2.805 -2.440
H -0.237 3.874 -3.761
C -2.897 0.806 -3.259
N -2.521 2.121 -3.839
O -3.301 3.040 -3.729
O -1.439 2.191 -4.394
H -3.875 0.897 -2.803
H -2.912 0.088 -4.073
H -2.144 0.547 -2.519
C 0.487 -6.206 -1.953
N 0.968 -7.539 -1.496
O 0.724 -7.865 -0.351
O 1.575 -8.214 -2.301
H -0.032 -5.726 -1.133
H 1.358 -5.629 -2.251
H -0.182 -6.365 -2.795
C 7.891 -0.447 -0.787
N 6.696 -1.323 -0.647
O 6.608 -1.997 0.356
O 5.894 -1.297 -1.556
H 8.515 -0.572 0.091
H 8.417 -0.753 -1.686
H 7.537 0.576 -0.871
C -1.755 -9.116 -3.968
N -2.699 -8.007 -4.277
O -2.235 -6.990 -4.751
O -3.869 -8.199 -4.031
H -0.752 -8.803 -4.238
H -1.825 -9.316 -2.903
H -2.061 -9.980 -4.549
C -2.673 4.515 2.898
N -2.315 3.088 2.667
O -1.641 2.524 3.507
O -2.719 2.576 1.644
H -2.247 4.832 3.840
H -2.265 5.090 2.077
H -3.757 4.576 2.920
C -2.457 9.194 4.264
N -2.085 7.771 4.050
O -1.413 7.223 4.897
O -2.484 7.254 3.028
H -2.036 9.522 5.208
H -2.051 9.764 3.433
H -3.542 9.248 4.280
C -2.791 6.905 -0.726
N -2.641 8.132 0.103
O -1.545 8.651 0.150
O -3.627 8.534 0.682
H -1.832 6.671 -1.174
H -3.119 6.105 -0.068
H -3.537 7.115 -1.486
C -2.623 2.203 -7.547
N -3.707 1.207 -7.324
O -3.589 0.443 -6.385
O -4.636 1.226 -8.097
H -1.866 2.068 -6.783
H -2.216 2.024 -8.537
H -3.071 3.190 -7.480
*
```



(2)
Formula: C23H44AlNP3S
Source: the Open Molecules 2025 dataset
Level of theory: ωB97M-V/def2-TZVPD

The geometry in ORCA input format:
```
! wB97M-V def2-TZVPD RIJCOSX def2/J DEFGRID3
* xyz 3 1
Al 0.258 -0.318 0.596
P -1.700 -1.606 -0.191
P 1.224 -0.752 -1.747
P -1.253 0.745 2.233
H 2.656 4.173 1.830
C 1.710 3.639 1.643
C 1.945 2.129 1.499
H 3.007 1.942 1.279
C -2.953 -0.671 -1.151
C -1.522 -3.098 -1.232
C -2.663 -2.345 1.176
C 2.880 -0.003 -2.030
C 1.517 -2.411 -2.518
C 0.220 -0.034 -3.111
C -0.794 2.254 3.141
C -1.647 -0.261 3.731
C -2.862 1.379 1.594
H 1.030 3.934 2.447
H 1.678 1.621 2.422
H -3.758 -1.358 -1.448
H -2.500 -0.252 -2.058
H -3.389 0.143 -0.564
H -2.504 -3.590 -1.304
H -0.823 -3.803 -0.767
H -1.180 -2.849 -2.245
H -3.407 -3.030 0.746
H -3.191 -1.584 1.765
H -1.998 -2.929 1.827
H 3.583 -0.785 -2.340
H 3.253 0.484 -1.121
H 2.822 0.763 -2.812
H 1.095 -2.430 -3.534
H 1.051 -3.214 -1.939
H 2.594 -2.611 -2.588
H 0.840 0.000 -4.014
H -0.097 0.984 -2.868
H -0.661 -0.657 -3.304
H -1.673 2.623 3.692
H -0.502 3.028 2.436
H 0.035 2.039 3.827
H -2.516 0.171 4.244
H -0.781 -0.219 4.401
H -1.842 -1.309 3.495
H -3.247 2.135 2.295
H -3.617 0.591 1.474
H -2.692 1.877 0.628
C 0.789 3.188 -2.177
C -0.532 3.553 -2.536
C -0.719 4.278 -3.723
C 0.364 4.492 -4.589
C 1.624 3.960 -4.288
C 1.860 3.311 -3.080
S 1.101 2.571 -0.629
H 1.319 4.156 0.702
H -1.364 3.298 -1.887
H -1.695 4.713 -3.948
H 0.228 5.072 -5.515
H 2.434 4.060 -5.011
H 2.828 2.908 -2.789
N 1.828 -1.076 1.590
C 1.480 -2.445 2.017
C 0.816 -2.575 3.223
C 0.054 -3.735 3.415
C 0.047 -4.735 2.429
C 0.814 -4.602 1.273
C 1.570 -3.448 1.056
H 2.041 -0.455 2.380
H 2.621 -1.040 0.940
H 0.877 -1.776 3.976
H -0.501 -3.865 4.344
H -0.551 -5.636 2.586
H 0.847 -5.410 0.533
H 2.198 -3.297 0.173
*
```



(3)
Formula: C23H44AsN6O5PS4Y
Source: the Open Molecules 2025 dataset
Level of theory: ωB97M-V/def2-TZVPD

The geometry in ORCA input format:
```
! wB97M-V def2-TZVPD RIJCOSX def2/J DEFGRID3
* xyz -1 1
Y 1.618 -0.017 1.195
O 2.972 4.408 1.545
C 2.225 3.345 1.845
O 2.611 2.220 1.611
C 0.981 3.732 2.633
O -0.023 2.769 2.648
C -0.863 2.681 1.494
C 0.045 2.461 0.280
O 0.603 3.463 -0.178
O 0.270 1.260 -0.056
H 3.739 4.074 1.051
H 1.317 3.827 3.674
H 0.641 4.709 2.273
H -1.502 1.823 1.695
H -1.449 3.598 1.362
C -1.620 -3.419 2.054
N -1.629 -2.506 3.198
C -1.950 -3.146 4.451
C -0.770 -1.431 3.136
N -0.532 -0.774 2.061
N -0.214 -1.044 4.355
C 1.032 -0.460 4.500
N 1.556 -0.656 5.767
N 1.605 0.233 3.598
H -1.385 -4.423 2.408
H -0.830 -3.146 1.355
H -2.588 -3.431 1.552
H -2.844 -3.754 4.309
H -2.197 -2.412 5.220
H -1.145 -3.807 4.799
H -1.042 -1.158 1.270
H -0.405 -1.696 5.096
H 1.313 -1.542 6.186
H 2.557 -0.515 5.792
H 2.525 0.552 3.893
S 1.790 -3.198 3.109
As 2.816 -2.806 1.247
S 4.041 -0.956 1.512
S 1.277 -2.152 -0.299
S 3.942 -4.398 0.472
C -4.400 2.158 -1.735
C -3.698 1.175 -2.671
C -4.742 0.259 -3.304
P -2.206 0.451 -1.790
C -1.019 0.122 -3.185
C -1.587 -0.374 -4.512
C -0.186 1.381 -3.438
C -2.628 -1.247 -1.170
C -3.004 -2.390 -2.108
C -3.651 -1.103 -0.042
H -5.162 2.725 -2.272
H -3.695 2.862 -1.292
H -4.891 1.632 -0.916
H -3.230 1.767 -3.469
H -5.226 -0.365 -2.554
H -4.323 -0.395 -4.064
H -5.525 0.855 -3.779
H -0.352 -0.648 -2.772
H -2.211 0.393 -4.972
H -2.180 -1.280 -4.416
H -0.775 -0.585 -5.210
H -0.779 2.122 -3.981
H 0.688 1.148 -4.050
H 0.153 1.841 -2.516
H -1.664 -1.534 -0.717
H -3.884 -2.173 -2.709
H -3.221 -3.286 -1.521
H -2.183 -2.645 -2.776
H -4.644 -0.875 -0.436
H -3.382 -0.306 0.651
H -3.736 -2.027 0.527
N 2.746 0.806 -1.169
C 4.067 0.662 -1.622
C 4.594 -0.612 -1.839
C 5.908 -0.747 -2.238
C 6.718 0.366 -2.427
C 6.192 1.628 -2.211
C 4.872 1.779 -1.812
H 2.107 0.109 -1.548
H 2.354 1.738 -1.253
H 3.975 -1.480 -1.661
H 6.307 -1.741 -2.385
H 7.747 0.248 -2.736
H 6.809 2.507 -2.355
H 4.456 2.768 -1.657
*
```



(4)
Formula: C23H44BrFN2O2RuSi2
Source: the Open Molecules 2025 dataset
Level of theory: ωB97M-V/def2-TZVPD

The geometry in ORCA input format:
```
! wB97M-V def2-TZVPD RIJCOSX def2/J DEFGRID3
* xyz 2 5
Ru 1.140 -1.868 1.274
N 1.694 -2.855 -0.697
C 1.880 -4.299 -0.511
C 1.747 -4.675 1.010
O 2.169 -5.719 1.416
O 1.152 -3.767 1.689
H 0.957 -2.680 -1.381
H 2.551 -2.437 -1.065
H 2.866 -4.629 -0.845
H 1.107 -4.876 -1.027
C 2.233 -1.802 6.024
Si 1.895 -2.565 4.304
C 0.649 -4.009 4.577
C 3.486 -2.927 3.297
N 1.085 -1.402 3.251
C 0.209 -0.450 3.626
C 0.469 0.535 4.606
C -0.507 1.439 4.961
C -1.775 1.386 4.393
C -2.070 0.435 3.417
C -1.074 -0.424 3.030
F -1.295 -1.372 2.056
H 2.614 -2.583 6.671
H 1.339 -1.397 6.487
H 2.981 -1.022 5.971
H 1.211 -4.937 4.632
H -0.066 -4.094 3.763
H 0.099 -3.876 5.504
H 3.509 -3.965 2.976
H 4.373 -2.762 3.901
H 3.571 -2.289 2.401
H 1.453 0.591 5.036
H -0.276 2.201 5.691
H -2.528 2.095 4.699
H -3.053 0.364 2.976
C -0.649 3.894 -0.631
C -1.661 3.072 -1.439
C -2.682 2.515 -0.438
C -2.388 3.998 -2.429
Si -0.816 1.661 -2.507
Br 0.944 0.280 0.312
C -1.864 0.087 -3.050
C -2.821 -0.401 -1.951
C -2.695 0.481 -4.284
C -0.973 -1.105 -3.433
C 0.862 2.030 -3.461
C 0.508 2.506 -4.880
C 1.679 3.128 -2.769
C 1.766 0.793 -3.562
H -1.198 4.572 0.018
H -0.019 4.505 -1.264
H -0.026 3.257 -0.009
H -3.040 3.333 0.183
H -2.231 1.770 0.213
H -3.549 2.094 -0.932
H -2.871 4.799 -1.874
H -3.158 3.470 -2.987
H -1.701 4.452 -3.137
H -3.641 0.290 -1.798
H -2.310 -0.563 -1.005
H -3.265 -1.343 -2.265
H -3.372 1.302 -4.069
H -3.296 -0.368 -4.602
H -2.063 0.773 -5.117
H -0.280 -1.347 -2.628
H -0.416 -0.917 -4.344
H -1.606 -1.971 -3.623
H -0.125 3.389 -4.864
H 0.006 1.736 -5.458
H 1.429 2.764 -5.398
H 1.197 4.096 -2.848
H 2.642 3.209 -3.270
H 1.867 2.890 -1.725
H 1.338 0.021 -4.190
H 1.980 0.391 -2.575
H 2.706 1.091 -4.021
*
```

The expectation value of S² is 6.04.



(5)
Formula: C23H44CaN3O2P2
Source: the Open Molecules 2025 dataset
Level of theory: ωB97M-V/def2-TZVPD

The geometry in ORCA input format:
```
! wB97M-V def2-TZVPD RIJCOSX def2/J DEFGRID3
* xyz 1 1
Ca 0.023 0.079 -0.572
P 0.281 -2.047 -2.025
P 0.553 2.624 -0.171
N 0.752 0.917 -2.909
C 1.224 -1.446 -3.458
H 2.056 -2.147 -3.573
H 0.553 -1.573 -4.317
C 1.762 -0.004 -3.447
H 2.680 0.083 -2.845
H 2.007 0.334 -4.471
C 0.995 2.383 -2.966
H 0.026 2.857 -3.189
H 1.681 2.568 -3.807
C 1.569 2.930 -1.644
H 1.642 4.022 -1.692
H 2.583 2.532 -1.472
C 1.352 2.945 1.366
C 2.152 1.814 2.036
H 3.109 1.611 1.547
H 1.599 0.869 2.092
H 2.349 2.108 3.076
C -1.058 3.406 -0.368
C -2.072 2.942 0.700
H -3.063 2.842 0.244
H -2.152 3.678 1.507
H -1.814 1.968 1.139
C -1.355 -2.556 -2.520
C -1.983 -3.398 -1.420
H -3.056 -3.509 -1.592
H -1.858 -2.953 -0.428
H -1.545 -4.400 -1.417
C 1.276 -3.266 -1.174
C 0.820 -3.627 0.239
H 1.611 -4.202 0.736
H -0.087 -4.245 0.245
H 0.631 -2.752 0.870
C 2.214 -0.225 -0.139
O 3.290 -0.473 0.158
C -0.786 4.908 -0.335
H 0.245 5.156 -0.045
H -0.973 5.360 -1.311
H -1.464 5.388 0.374
C -1.076 -3.332 -3.791
H -1.615 -4.276 -3.758
H -1.396 -2.767 -4.666
H -0.015 -3.572 -3.928
C 1.329 -4.447 -2.113
H 1.967 -5.212 -1.672
H 0.342 -4.894 -2.267
H 1.758 -4.186 -3.083
C 0.315 3.541 2.286
H -0.478 2.837 2.538
H 0.777 3.808 3.229
H -0.143 4.424 1.846
H 2.049 3.705 1.003
H 2.265 -2.792 -1.084
H -1.443 3.105 -1.356
H -1.984 -1.674 -2.724
H -0.174 0.711 -3.289
H -1.527 0.533 -1.267
N -1.306 0.612 6.406
C -0.921 0.876 5.124
O -0.422 1.973 4.829
C -1.115 -0.191 4.088
C -1.678 -1.442 4.357
C -1.777 -2.349 3.310
C -1.324 -2.040 2.030
N -0.766 -0.836 1.733
C -0.675 0.083 2.754
H -1.154 1.353 7.085
H -1.709 -0.241 6.746
H -2.030 -1.716 5.341
H -2.195 -3.328 3.467
H -1.402 -2.821 1.285
H -0.247 1.058 2.514
*
```



(6)
Formula: C23H45As3IN2W
Source: the Open Molecules 2025 dataset
Level of theory: ωB97M-V/def2-TZVPD

The geometry in ORCA input format:
```
! wB97M-V def2-TZVPD RIJCOSX def2/J DEFGRID3
* xyz 3 1
W 0.642 1.339 1.116
C 2.273 3.112 4.023
C 1.148 2.707 3.142
C 0.790 3.462 1.992
C -0.531 3.347 1.425
C -1.020 4.432 0.514
C -1.373 2.344 1.929
C -0.894 1.337 2.815
C -1.864 0.433 3.527
C 0.432 1.518 3.393
H 1.855 3.508 4.952
H 2.888 3.892 3.584
H 2.910 2.277 4.306
H 1.361 4.366 1.779
H -0.815 5.407 0.955
H -2.093 4.376 0.349
H -0.504 4.408 -0.447
H -2.430 2.356 1.663
H -2.231 0.952 4.417
H -1.392 -0.485 3.878
H -2.735 0.191 2.918
H 0.688 0.930 4.278
C -3.030 -0.410 0.017
As -1.267 0.351 -0.468
C -1.996 1.699 -1.693
C -0.591 -0.875 -1.904
C 0.170 -2.168 -1.562
C 0.768 -2.720 -2.867
C 1.361 -1.900 -0.619
As 1.134 -1.191 1.246
C 2.822 -1.931 1.951
C -0.020 -2.455 2.249
C -0.760 -3.211 -0.933
As -1.930 -4.343 -2.153
C -3.676 -3.458 -1.931
C -2.174 -5.855 -0.925
H -3.500 -0.780 -0.898
H -3.668 0.379 0.420
H -2.983 -1.221 0.742
H -2.551 1.203 -2.496
H -1.213 2.307 -2.147
H -2.694 2.356 -1.170
H 0.069 -0.228 -2.500
H -1.458 -1.129 -2.531
H 1.561 -2.079 -3.247
H -0.001 -2.798 -3.636
H 1.184 -3.714 -2.705
H 2.027 -1.153 -1.085
H 1.937 -2.831 -0.521
H 2.716 -3.017 2.062
H 3.054 -1.514 2.937
H 3.665 -1.718 1.285
H 0.245 -3.475 1.960
H -1.092 -2.307 2.122
H 0.232 -2.344 3.309
H -1.414 -2.724 -0.202
H -0.145 -3.953 -0.416
H -3.706 -2.497 -2.441
H -3.904 -3.338 -0.874
H -4.439 -4.092 -2.376
H -1.246 -6.412 -0.808
H -2.924 -6.532 -1.330
H -2.512 -5.494 0.047
C 2.389 3.812 -3.437
N 2.613 2.613 -2.646
C 3.864 1.917 -2.922
C 1.831 2.235 -1.724
N 1.122 1.802 -0.876
H 3.112 4.583 -3.163
H 1.377 4.191 -3.306
H 2.542 3.567 -4.489
H 4.707 2.562 -2.662
H 3.903 1.692 -3.989
H 3.940 0.994 -2.351
I 3.445 1.393 1.151
*
```



Computed values of total energy (unit: eV) for the preceding records, in sequence: -108956.8993 -71326.6634 -158264.9444 -122723.1896 -70138.4326 -219977.1257.
Computed values of M (unit: g/mol) for the preceding records, in sequence: 880.56 486.58 807.71 636.76 496.65 885.14.